# 1
A structure of composition C29H82ClNO15S14Si, computed with the ωB97M-V functional and the def2-TZVPD basis.

Each line ends with the Löwdin charge.
CARTESIAN COORDINATES (ANGSTROEM)
O 4.443 -6.804 -1.205  -0.35
S 5.679 -6.568 -1.886  0.34
O 5.906 -7.344 -3.073  -0.35
Cl 7.204 -6.920 -0.567  0.39
C 5.896 -4.860 -2.307  -0.31
C 5.390 -3.844 -1.279  -0.20
C 3.875 -3.865 -1.000  -0.26
C 2.968 -3.949 -2.254  -0.22
Si 1.463 -4.963 -1.827  0.46
O 0.420 -5.035 -3.129  -0.18
N 0.623 -4.236 -0.444  0.02
C 0.893 -4.799 0.610  -0.87
S 1.310 -5.475 1.969  0.78
H 6.973 -4.720 -2.386  0.07
H 5.499 -4.648 -3.295  0.10
H 5.882 -4.057 -0.326  0.11
H 5.746 -2.859 -1.571  0.09
H 3.638 -2.929 -0.502  0.09
H 3.676 -4.671 -0.297  0.07
H 2.603 -2.951 -2.496  0.08
H 3.462 -4.358 -3.132  0.07
H 1.798 -6.356 -1.484  0.03
H 0.809 -5.602 -3.800  0.04
C -0.644 -4.837 5.147  -0.27
S 0.972 -4.963 5.923  0.78
O 1.683 -6.095 5.271  -0.58
C 0.374 -5.563 7.509  -0.28
H -0.502 -4.516 4.117  0.01
H -1.134 -5.811 5.159  0.06
H -1.244 -4.099 5.680  0.06
H -0.185 -6.487 7.362  0.06
H -0.258 -4.803 7.968  0.05
H 1.238 -5.752 8.143  0.04
C 4.737 1.928 -1.555  -0.28
S 4.138 0.551 -0.583  0.83
O 4.766 -0.692 -1.112  -0.55
C 2.455 0.589 -1.215  -0.27
H 5.795 2.058 -1.345  0.05
H 4.593 1.719 -2.616  0.06
H 4.202 2.828 -1.260  0.02
H 2.470 0.461 -2.298  0.06
H 1.992 1.539 -0.948  0.05
H 1.904 -0.228 -0.754  0.05
C 8.700 -4.284 -4.772  -0.27
S 8.585 -2.489 -4.767  0.81
O 7.488 -2.127 -3.834  -0.54
C 7.935 -2.348 -6.436  -0.27
H 9.054 -4.599 -3.792  0.05
H 7.718 -4.716 -4.966  0.05
H 9.412 -4.601 -5.534  0.05
H 7.002 -2.905 -6.514  0.06
H 8.669 -2.730 -7.145  0.05
H 7.752 -1.294 -6.633  0.05
C 4.201 7.137 -0.404  -0.28
S 5.345 5.983 0.357  0.84
O 4.981 4.625 -0.145  -0.57
C 4.698 6.112 2.023  -0.27
H 4.413 7.163 -1.472  0.05
H 3.178 6.797 -0.239  0.06
H 4.345 8.125 0.027  0.03
H 3.643 5.840 2.026  0.06
H 4.824 7.127 2.385  0.03
H 5.259 5.419 2.649  0.05
C -3.098 -4.570 -0.349  -0.28
S -2.752 -3.237 0.798  0.79
O -2.689 -3.831 2.165  -0.56
C -4.354 -2.445 0.635  -0.27
H -2.230 -5.227 -0.375  0.03
H -3.970 -5.123 -0.017  0.04
H -3.269 -4.151 -1.340  0.04
H -5.137 -3.152 0.914  0.06
H -4.492 -2.102 -0.390  0.03
H -4.375 -1.588 1.304  0.04
C -0.777 -10.788 2.631  -0.28
S -0.619 -8.995 2.649  0.78
O -1.887 -8.457 3.204  -0.55
C -0.686 -8.779 0.867  -0.27
H -0.797 -11.129 3.663  0.05
H -1.704 -11.070 2.130  0.05
H 0.082 -11.221 2.118  0.05
H -1.619 -9.193 0.483  0.06
H 0.172 -9.274 0.410  0.06
H -0.642 -7.711 0.665  0.02
C -4.841 2.657 -1.926  -0.28
S -3.801 1.564 -0.958  0.81
O -4.219 0.169 -1.270  -0.56
C -4.502 1.988 0.635  -0.27
H -4.589 2.514 -2.976  0.05
H -5.889 2.402 -1.763  0.06
H -4.654 3.688 -1.640  0.01
H -5.574 1.787 0.632  0.06
H -4.314 3.041 0.842  0.05
H -4.018 1.382 1.396  0.03
C -0.822 2.275 3.641  -0.26
S -2.365 2.768 4.418  0.82
O -3.462 2.166 3.618  -0.55
C -2.267 4.502 3.951  -0.28
H -0.709 1.202 3.778  0.06
H -0.856 2.510 2.577  0.06
H 0.008 2.795 4.121  0.05
H -2.203 4.585 2.865  0.04
H -1.395 4.956 4.422  0.06
H -3.171 4.993 4.306  0.05
C 1.584 10.530 2.978  -0.26
S 1.989 9.217 1.822  0.80
O 3.407 8.827 2.075  -0.57
C 1.991 10.252 0.357  -0.25
H 1.577 10.104 3.980  0.05
H 2.337 11.315 2.917  0.06
H 0.597 10.922 2.734  0.05
H 2.724 11.050 0.481  0.06
H 0.994 10.657 0.208  0.04
H 2.263 9.629 -0.493  0.05
C -6.183 -6.130 -3.918  -0.27
S -5.828 -4.804 -2.759  0.80
O -5.807 -5.419 -1.410  -0.54
C -7.418 -3.985 -2.916  -0.27
H -5.322 -6.794 -3.937  0.05
H -7.065 -6.678 -3.585  0.06
H -6.345 -5.710 -4.911  0.05
H -8.215 -4.681 -2.651  0.06
H -7.544 -3.628 -3.938  0.05
H -7.424 -3.139 -2.231  0.05
C -8.154 6.420 -1.112  -0.27
S -6.783 5.856 -2.122  0.81
O -5.654 5.596 -1.186  -0.57
C -6.446 7.443 -2.891  -0.27
H -8.492 5.581 -0.509  0.05
H -7.820 7.230 -0.464  0.06
H -8.965 6.756 -1.758  0.06
H -6.232 8.184 -2.121  0.06
H -7.307 7.748 -3.485  0.06
H -5.581 7.323 -3.540  0.05
C -2.363 8.435 2.869  -0.25
S -1.277 8.085 1.482  0.79
O -0.952 9.396 0.848  -0.57
C -2.521 7.303 0.455  -0.26
H -1.784 8.969 3.620  0.05
H -3.196 9.054 2.536  0.06
H -2.727 7.497 3.286  0.04
H -3.343 7.998 0.284  0.06
H -2.884 6.400 0.944  0.05
H -2.055 7.043 -0.493  0.06

Results
Energy in hartree: -8661.50271
Kohn-Sham gap in hartree: 0.28425
LUMO energy in eV: 0.0
Highest occupied orbital energy in eV: -7.69


# 2
A cluster of 7 separate species, C17H49BN4O9PS2 in total, computed with the ωB97M-V functional and the def2-TZVPD basis.

Each line ends with the Löwdin charge.
CARTESIAN COORDINATES (ANGSTROEM)
C -1.325 2.035 1.745  0.00
B -0.248 1.107 1.050  -0.49
O -0.024 -0.147 1.603  0.17
N 0.605 1.474 -0.156  0.04
N 1.933 1.197 0.007  0.23
C 2.448 1.572 -1.176  -0.18
C 3.973 1.365 -1.337  -0.15
N 4.297 0.038 -0.729  0.01
N 1.482 2.067 -2.053  0.00
C 1.750 2.561 -3.397  -0.16
S 1.349 1.338 -4.717  0.70
O -0.093 1.158 -4.780  -0.37
O 1.819 1.838 -5.997  -0.32
C 0.292 1.968 -1.347  -0.29
P -1.426 2.406 -1.940  0.43
S -2.531 0.813 -1.989  0.23
H -2.377 1.720 1.518  0.09
H -1.210 1.871 2.852  0.09
H -1.178 3.130 1.586  0.07
H 0.152 -0.756 0.860  0.13
H 4.476 2.133 -0.700  0.11
H 4.336 1.358 -2.391  0.12
H 5.190 -0.310 -1.075  0.09
H 3.541 -0.584 -1.019  0.07
H 2.841 2.783 -3.513  0.13
H 1.227 3.515 -3.648  0.15
H 1.992 0.135 -4.468  0.11
H -1.327 2.951 -3.261  0.00
H -2.004 3.402 -1.108  0.01
C -3.211 -0.821 4.193  -0.08
C -1.980 -0.885 5.076  -0.30
O -0.981 -1.720 4.493  -0.09
H -3.623 -1.817 4.040  0.05
H -3.981 -0.187 4.640  0.08
H -2.957 -0.422 3.205  0.06
H -2.230 -1.300 6.053  0.10
H -1.558 0.117 5.223  0.10
H -0.759 -1.341 3.635  0.05
C -2.290 -5.846 4.064  -0.09
C -2.316 -4.334 4.185  -0.33
O -3.593 -3.903 4.646  -0.10
H -3.063 -6.189 3.372  0.08
H -1.318 -6.194 3.707  0.07
H -2.496 -6.313 5.030  0.06
H -2.130 -3.871 3.215  0.11
H -1.554 -3.986 4.883  0.09
H -3.739 -4.314 5.507  0.06
C -1.568 -1.863 -5.298  -0.08
C -0.318 -2.288 -4.553  -0.33
O -0.631 -3.280 -3.583  -0.08
H -2.312 -1.471 -4.602  0.07
H -1.340 -1.095 -6.039  0.07
H -2.022 -2.717 -5.806  0.08
H 0.121 -1.435 -4.028  0.07
H 0.431 -2.692 -5.244  0.11
H -1.010 -4.034 -4.048  0.09
C 6.298 5.652 1.335  -0.09
C 5.521 4.557 0.632  -0.34
O 6.357 3.864 -0.295  -0.10
H 6.700 6.361 0.609  0.08
H 5.664 6.191 2.040  0.08
H 7.149 5.233 1.878  0.08
H 4.685 4.981 0.073  0.11
H 5.124 3.836 1.356  0.11
H 7.090 3.483 0.204  0.09
C -2.410 -3.249 9.005  -0.08
C -3.157 -4.345 8.271  -0.31
O -2.275 -5.057 7.404  -0.09
H -1.959 -2.553 8.295  0.06
H -3.080 -2.694 9.665  0.08
H -1.598 -3.669 9.603  0.08
H -3.954 -3.920 7.659  0.11
H -3.604 -5.051 8.977  0.11
H -1.578 -5.439 7.950  0.09
C -0.397 2.071 -9.614  -0.09
C -1.283 3.003 -8.809  -0.32
O -2.159 2.250 -7.977  -0.09
H -1.004 1.406 -10.230  0.08
H 0.277 2.635 -10.262  0.08
H 0.200 1.439 -8.952  0.07
H -1.892 3.617 -9.473  0.11
H -0.682 3.668 -8.179  0.10
H -1.612 1.717 -7.388  0.06

Results
Energy in hartree: -2735.55431
Kohn-Sham gap in hartree: 0.23791
Net charge: +1
Energy above the lowest of the compared OMol25 structures with the same formula, charge and spin in kJ/mol: 153.1
LUMO energy in eV: -4.6
Highest occupied orbital energy in eV: -11.10